Entry 1:
Formula: C24H43F5OP2RhTe
Source: OMol25
Level of theory: ωB97M-V/def2-TZVPD

Geometry (Å):
Te 4.0167 4.1221 -0.0519
Rh -1.0830 -0.5413 1.8960
P -1.5463 -2.5369 1.5297
P 0.6952 -2.9537 -1.8423
F 5.5271 3.5116 0.9032
F 3.2262 4.7288 1.5638
F 4.8620 5.7994 -0.3488
F 2.5108 4.8002 -0.9937
F 4.7299 3.5030 -1.6943
O 3.1507 2.4635 0.1903
C 0.1238 -1.1851 -2.0098
C 2.3408 0.0706 -1.8659
C 2.3782 -3.2623 -1.2404
C 0.0245 2.8185 0.2861
C 0.3679 1.8702 -3.7050
C 1.0856 -0.3809 -1.1109
C -2.4372 0.9499 2.4043
C -0.3191 1.9204 2.6812
C -2.7574 1.3333 -0.1346
C -1.9213 1.3281 1.1016
C -1.3925 1.2552 3.3662
C -0.6690 2.0278 1.3159
C -0.4173 -3.7585 0.6879
C 2.2024 1.5195 -2.0210
C -0.4885 -3.9091 -0.8538
C -1.5872 1.1576 4.8319
C 0.4027 0.3641 -4.1083
C -3.8569 0.6436 2.7239
C 0.7054 -3.5266 -3.5711
C 0.9357 2.4415 3.2869
C -0.2843 -0.6052 -3.2756
C -3.1757 -2.5608 0.6910
C -1.5344 -3.2285 3.2283
C 1.5174 2.3160 -2.8191
H -3.8388 -1.8175 1.1483
H -0.6208 -4.7517 1.1325
H -0.1256 0.3285 -5.0878
H 3.2241 -0.0914 -1.2206
H 1.7004 3.3936 -2.8410
H 0.9864 2.1498 4.3376
H -0.6402 0.8952 5.3214
H 1.1122 -4.5436 -3.6255
H 1.4435 0.0730 -4.3374
H 2.4027 -3.3547 -0.1453
H -2.0516 -2.5253 3.8903
H -3.2507 0.3626 -0.2470
H -1.9879 -4.2240 3.3033
H 1.4126 -0.9505 -0.2239
H -4.5003 0.8359 1.8636
H -0.2665 -4.9534 -1.1350
H 1.0005 3.5345 3.2204
H 0.6020 -3.4954 1.0238
H -1.9536 2.0929 5.2859
H -0.5993 2.1035 -3.2266
H -3.0486 -2.2863 -0.3633
H 2.7255 -4.2116 -1.6702
H -0.4822 -3.2829 3.5384
H -3.6830 -3.5340 0.7303
H -0.3163 -3.5073 -3.9751
H 2.8636 2.1235 -0.8027
H -0.8293 -1.2989 -1.4483
H 1.3374 -2.8564 -4.1742
H -4.2408 1.2450 3.5540
H -2.3233 0.3818 5.0588
H -1.4905 -3.6829 -1.2465
H -3.5442 2.1052 -0.0970
H 3.0775 -2.4711 -1.5522
H -3.9237 -0.4068 3.0051
H -1.2420 -0.9844 -3.6502
H 1.8080 2.0332 2.7536
H 0.5193 0.4624 -0.6924
H -0.3367 3.8576 0.2146
H 0.3951 2.4702 -4.6282
H 1.0972 2.8670 0.4957
H 2.4845 -0.4755 -2.7995
H -2.1348 1.5088 -1.0197
H -0.0946 2.3852 -0.7098

The HOMO-LUMO gap (alpha / beta) comes out at 5.8 / 3.4 eV. The LUMO energy (alpha / beta) is -2.543 / -4.903 eV. Its relative energy (zero: lowest compared OMol25 entry of this formula, charge and spin) is 18.0 kcal per mole. As for the multiplicity: 5. Its total charge is +1. The calculation puts the total energy at -70086.4998 eV.

Entry 2:
Formula: C4H5NO
Source: OMol25
Level of theory: ωB97M-V/def2-TZVPD

Geometry (Å):
O -1.2129 0.1822 -0.7137
N -1.5354 0.2381 1.8799
C -0.1961 -0.0095 -1.3585
C -0.6051 -0.0345 1.1284
C 1.0717 -0.0764 -0.6040
C 0.6810 -0.2780 0.8093
H -0.2268 0.0897 -2.4453
H 1.2656 0.9850 -0.8987
H 1.3516 -0.5476 1.6108
H -2.4959 0.1123 1.6090
H 1.9023 -0.6614 -1.0171

The HOMO-LUMO gap comes out at 8.3 eV. The LUMO energy is 0.690 eV. Its relative energy (zero: lowest compared OMol25 entry of this formula, charge and spin) is 65.4 kcal per mole. Its total charge is 0. Its structure (SMILES) is N=C=CCC=O. The calculation puts the total energy at -7763.6914 eV.

Entry 3:
Formula: C34H42HfN9O
Source: OMol25
Level of theory: ωB97M-V/def2-TZVPD

Geometry (Å):
Hf 11.2416 9.8831 11.5254
O 9.6928 9.0670 12.4698
N 10.2315 8.5759 7.7807
N 9.4423 11.9602 13.6725
N 11.9460 8.4925 13.1912
N 13.4469 10.1993 12.0327
N 11.0521 10.1130 9.4025
N 8.6027 13.1425 11.9267
N 11.1288 7.9095 9.9602
N 11.0001 7.7610 13.7977
N 10.5617 11.8503 11.6226
C 8.2658 13.2559 10.5248
C 11.5939 11.1057 7.2497
C 11.4089 15.0115 8.9206
C 12.5216 7.4054 9.7258
C 7.6394 5.1576 14.1009
C 11.4466 13.4833 6.9710
C 6.3366 6.8535 12.9869
C 7.4064 7.7344 13.0154
C 11.6119 15.1217 10.2714
C 11.0568 12.8019 10.6160
C 11.4003 14.0537 11.1458
C 7.8587 14.0558 12.7925
C 10.7730 8.8872 8.9397
C 9.5346 12.3535 12.4034
C 15.2979 9.6032 13.4862
C 13.1746 8.3651 13.5892
C 10.6337 11.7830 14.5037
C 9.8074 8.0934 13.3683
C 14.0411 9.4048 12.9681
C 8.1262 11.6357 14.2876
C 8.5873 7.2663 13.6043
C 16.0446 10.6602 12.9847
C 10.4925 7.4147 6.9866
C 8.7541 5.9586 14.1432
C 10.1846 6.7886 10.0945
C 11.2456 11.2491 8.5608
C 13.5810 7.5098 14.7162
C 14.2228 11.2208 11.5687
C 15.4844 11.5509 12.0859
C 11.1612 12.5316 9.2195
C 9.1317 9.4774 7.2597
C 11.3332 13.6885 8.3749
C 11.6793 12.2708 6.4309
C 6.4170 5.5372 13.4740
H 14.4233 6.8782 14.4725
H 8.5685 12.3194 9.9919
H 16.0004 12.5034 11.7986
H 5.4169 7.2802 12.6665
H 5.5570 4.9399 13.5495
H 17.0505 10.7534 13.3060
H 11.4477 14.3469 6.2756
H 11.4687 11.8668 13.8528
H 13.7831 11.7557 10.7359
H 8.4949 14.3138 13.6305
H 11.5813 14.2512 12.1731
H 9.4996 10.1270 6.4596
H 11.8477 16.1136 10.6587
H 7.2566 8.7690 12.7199
H 7.7532 14.9800 12.2216
H 7.3688 11.4415 13.5151
H 10.2140 6.1383 9.2229
H 10.6154 10.7561 14.8944
H 8.4007 8.8305 6.7834
H 8.6591 14.1647 10.0912
H 10.5679 6.2426 10.9499
H 7.6797 4.1381 14.4846
H 11.4378 6.9830 7.4147
H 10.6193 12.5450 15.3225
H 7.8477 12.4434 14.9480
H 11.7858 10.1296 6.8783
H 15.7573 8.9400 14.1517
H 12.5013 6.5080 9.0425
H 13.7285 8.1220 15.6209
H 8.6722 10.0160 8.0765
H 11.6204 15.8339 8.1770
H 12.8145 6.8095 14.8895
H 9.6445 6.7833 7.0134
H 9.7239 5.6303 14.4918
H 9.1615 7.1041 10.2342
H 10.7721 7.7186 5.9484
H 6.9301 13.5910 13.1380
H 11.8256 12.1075 5.3526
H 8.3040 10.6812 14.7568
H 13.1018 8.2086 9.2576
H 7.1732 13.2997 10.4379
H 12.9555 7.1007 10.7021

The HOMO-LUMO gap comes out at 6.4 eV. The LUMO energy is -9.193 eV. Its total charge is +3. The calculation puts the total energy at -52683.6925 eV.

Entry 4:
Formula: C19H31N3O2
Source: OMol25
Level of theory: ωB97M-V/def2-TZVPD

Geometry (Å):
O 2.2566 2.8544 -1.1534
O -2.0149 4.0540 -1.9191
N -1.5922 -0.9989 1.5172
N 0.1443 4.9673 -0.0033
N -0.6237 -3.5943 -0.3504
C 1.5067 -2.1771 -1.2022
C -1.8320 -3.6122 0.5419
C -0.3673 -1.0486 0.6468
C -3.6820 -2.4961 2.3293
C -2.7005 -5.0345 0.5893
C -0.3225 5.6763 -1.1987
C -2.6097 3.2106 -0.9409
C 1.8364 -4.7350 1.4415
C 0.1178 -2.2891 -0.2888
C 1.6048 4.9011 0.1313
C -4.5506 -3.9005 2.3844
C 2.9960 -2.3578 1.5894
C -2.2906 -2.3259 1.4239
C 1.0587 2.4589 -1.8045
C 2.5090 -3.4411 -0.9108
C 2.8571 -3.7067 0.6687
C 2.4195 4.2675 -1.0168
C -1.8114 5.4022 -1.4759
C -4.0443 -5.2072 1.5202
H -0.1723 6.7522 -1.0590
H -3.4720 3.6926 -0.4630
H 2.1495 -2.3730 2.4195
H 2.3038 -5.2863 2.3651
H 4.0204 -2.4503 2.1950
H -4.5771 -6.2585 1.4943
H 3.0055 -1.3474 0.9993
H -5.5218 -4.0110 3.0640
H 1.9802 5.9154 0.3145
H -1.8822 2.9106 -0.1846
H -4.0530 -1.5591 2.9594
H 1.9964 -1.1186 -1.0007
H 1.1881 -2.2166 -2.3519
H -2.4386 5.6529 -0.6152
H 3.4780 4.4155 -0.7749
H 1.2171 1.4641 -2.2384
H 0.2579 2.3633 -1.0729
H 3.9284 -4.2333 0.6870
H 1.8050 4.3238 1.0418
H 0.7754 3.1413 -2.6080
H 1.3876 -5.4626 0.6303
H 2.2655 4.7706 -1.9774
H 2.0650 -4.3745 -1.4791
H 0.3200 -0.0724 0.6409
H -2.9577 2.3040 -1.4442
H 0.2326 5.3683 -2.0882
H 3.5428 -3.2017 -1.4484
H 0.9211 -4.0904 1.8516
H -2.1249 6.0477 -2.3058
H -2.2931 -5.9506 -0.0541
H -0.2127 4.0168 -0.0157

The HOMO-LUMO gap comes out at 7.2 eV. The LUMO energy is -1.144 eV. Its relative energy (zero: lowest compared OMol25 entry of this formula, charge and spin) is 362.1 kcal per mole. Its total charge is 0. Its structure (SMILES) is CC(C)CCc1cnc2ccccc2n1.COCCNCCOC. The calculation puts the total energy at -28756.9753 eV.